No. 1
DFT (ωB97M-V with the def2-TZVPD basis set) results for a cluster of 3 separate species, C31H70N4O9P in total.

The geometry in XYZ format:
```
115
Properties=species:S:1:pos:R:3
C 1.39911 3.29411 0.84221
C 0.79307 1.92139 0.52467
C 1.42057 0.82967 1.40619
C 1.48531 -0.54987 0.72304
O 0.36482 -0.82613 -0.08912
C -0.85363 -0.97287 0.61412
C -1.94373 -1.15882 -0.43483
C -1.96853 0.00432 -1.45545
C -1.71098 -0.41881 -2.90169
C -0.23936 -0.77790 -3.15894
C 0.22033 -0.49021 -4.60300
C 1.37796 0.51924 -4.68527
C 2.57341 0.15618 -3.82334
O 3.36749 1.31635 -3.60520
C 4.13120 1.23563 -2.43006
C -0.71623 -2.18041 1.54088
P -2.23311 -2.71091 2.49436
N -2.33740 -4.26517 2.61674
N 0.46810 -1.99204 2.47715
C 0.60193 -3.15844 3.40681
C 0.13290 -2.87837 4.82867
O -0.24405 -3.77554 5.53398
O 0.14294 -1.59187 5.21561
C 1.73459 -1.70039 1.70112
C 2.88962 -1.40542 2.64658
C 4.22924 -1.15862 1.91134
O 5.30047 -1.87287 2.49079
H 2.31797 3.43193 0.27338
H 1.62421 3.38228 1.90506
H 0.71348 4.09493 0.57387
H -0.28124 1.95777 0.70691
H 0.95911 1.67665 -0.52423
H 2.44122 1.13205 1.63949
H 0.86662 0.78555 2.35176
H 2.33250 -0.51954 0.03719
H -1.09000 -0.07437 1.20191
H -1.79738 -2.11293 -0.94596
H -2.91886 -1.17688 0.04549
H -1.23997 0.76844 -1.18565
H -2.95011 0.47929 -1.40834
H -1.96242 0.43539 -3.53518
H -2.38021 -1.22214 -3.20825
H -0.09514 -1.83779 -2.94252
H 0.35366 -0.17572 -2.47649
H 0.52061 -1.40856 -5.10978
H -0.62318 -0.07619 -5.15620
H 1.02159 1.51693 -4.42386
H 1.72284 0.55125 -5.72039
H 2.27845 -0.25720 -2.85376
H 3.19398 -0.59475 -4.32726
H 3.48625 1.32437 -1.54332
H 4.85631 2.04441 -2.43231
H 4.66872 0.28186 -2.36849
H -0.45174 -3.03749 0.91602
H -3.28864 -2.12590 1.79409
H -2.13642 -1.96850 3.68971
H -2.33740 -4.56802 3.58587
H 0.27984 -1.14348 3.01705
H 1.63528 -3.48837 3.47690
H 0.01467 -3.99443 3.02762
H 0.85116 -1.05407 4.82250
H 1.95802 -2.61286 1.14157
H 3.09308 -2.23283 3.32660
H 2.67038 -0.54055 3.27867
H 4.49000 -0.10375 1.95120
H 4.14492 -1.42377 0.85129
H 5.16827 -2.81195 2.33335
C -6.99324 1.13554 -8.05541
O -6.75373 -0.21570 -8.39040
C -5.96659 -0.41331 -9.55782
C -4.59402 -0.95005 -9.21808
N -3.78197 0.05029 -8.53837
C -2.54250 -0.45034 -7.95645
C -2.61487 -1.53906 -6.89198
O -3.16626 -1.12249 -5.65326
C -4.58165 -1.10498 -5.59498
H -7.77112 1.14668 -7.29403
H -6.10364 1.62975 -7.64705
H -7.34241 1.70490 -8.92116
H -5.89332 0.51188 -10.13646
H -6.48270 -1.15507 -10.17251
H -4.09187 -1.24211 -10.14522
H -4.73869 -1.85836 -8.61741
H -4.33405 0.48327 -7.81062
H -2.02606 0.40617 -7.51436
H -1.90688 -0.81579 -8.76964
H -1.58693 -1.83456 -6.66821
H -3.12813 -2.44013 -7.24735
H -5.02150 -1.90358 -6.19644
H -4.99294 -0.14441 -5.91560
H -4.86691 -1.25527 -4.55255
C 0.93152 4.26575 8.74672
O 2.19902 4.26053 8.11906
C 3.22670 3.60324 8.84960
C 3.63828 2.31306 8.17669
N 2.58331 1.31030 8.25800
C 2.78224 0.13290 7.42726
C 2.90531 0.31723 5.91870
O 1.70340 0.72811 5.26750
C 1.41900 2.12191 5.33032
H 0.30602 4.97325 8.20570
H 0.44580 3.28279 8.71869
H 1.00438 4.58864 9.78819
H 2.91676 3.42650 9.88297
H 4.09087 4.27152 8.86675
H 4.53439 1.92568 8.66969
H 3.90892 2.56124 7.14076
H 1.70045 1.73957 8.01692
H 1.94005 -0.53999 7.61047
H 3.68155 -0.38583 7.77375
H 3.15119 -0.66425 5.49729
H 3.72486 0.98774 5.64022
H 2.33468 2.71470 5.31601
H 0.83605 2.37373 6.21682
H 0.82079 2.37510 4.45441
```

The net charge is +1.

No. 2
DFT (ωB97M-V with the def2-TZVPD basis set) results for a structure of composition C31H73INNbO3PS3.

The geometry in XYZ format:
```
114
Properties=species:S:1:pos:R:3
C 4.08442 0.68312 -3.63353
C 3.06524 1.24558 -2.65570
N 2.29857 2.33243 -3.28737
C 3.15428 3.54253 -3.47567
C 2.68871 4.83170 -2.83804
C 1.02613 2.58550 -2.78787
S -0.09615 3.34360 -3.65415
S 0.68313 2.08322 -1.12407
C -0.86608 1.17442 -1.20159
C -0.68392 -0.26175 -1.63589
C -0.46718 -0.52387 -3.12312
Nb -2.20849 -0.07072 -4.49212
I -2.10329 -2.77715 -5.31697
C -1.02114 0.85997 -6.18062
C -0.44809 -0.09564 -7.22382
C 0.46051 0.64650 -8.19883
C 0.90908 -0.18408 -9.38072
O -0.18332 -0.90089 -9.94657
C -3.93409 -0.36989 -3.02113
O -4.17618 -1.76892 -2.82385
O -3.89884 -2.05834 -1.43294
P -4.16355 0.12800 -6.23526
S -4.93337 1.95859 -6.12448
H 4.95144 1.32313 -3.74118
H 4.39026 -0.30493 -3.31494
H 3.60785 0.60424 -4.60442
H 3.55241 1.59062 -1.74437
H 2.39751 0.44480 -2.37407
H 3.27113 3.71242 -4.54172
H 4.14099 3.31405 -3.09193
H 1.86291 5.27650 -3.37311
H 3.51545 5.53456 -2.89203
H 2.43688 4.71029 -1.79084
H -1.20783 1.19409 -0.17040
H -1.59977 1.71725 -1.78866
H 0.18860 -0.62450 -1.08795
H -1.52167 -0.85737 -1.28121
H 0.41342 0.00588 -3.48758
H -0.24791 -1.58114 -3.23792
H -2.41992 1.62675 -3.97551
H -1.53460 1.68295 -6.67078
H -0.19117 1.32845 -5.64151
H -1.24655 -0.59114 -7.75793
H 0.15800 -0.84863 -6.72801
H 1.36530 0.89754 -7.64691
H 0.01636 1.58516 -8.51324
H 1.34743 0.46380 -10.14145
H 1.68865 -0.87505 -9.06556
H 0.14604 -1.71189 -10.31713
H -3.70579 0.07209 -2.05641
H -4.87648 0.08109 -3.32831
H -3.41571 -2.88845 -1.51557
H -5.14045 -0.87433 -6.07678
H -3.73378 -0.15317 -7.54664
C 4.61587 -3.06080 3.97006
C 3.12120 -2.78516 4.11203
C 2.30810 -3.18256 2.88198
C 2.67485 -2.43655 1.59900
C 2.56042 -0.91613 1.68420
C 1.14416 -0.43130 1.97342
H 5.05518 -2.48781 3.15251
H 5.15097 -2.79177 4.88204
H 4.79886 -4.11968 3.77558
H 2.96677 -1.72670 4.34102
H 2.73986 -3.33941 4.97387
H 1.24594 -3.03793 3.09742
H 2.43416 -4.25581 2.70680
H 2.02462 -2.79345 0.79454
H 3.69323 -2.70115 1.29984
H 2.88872 -0.49152 0.73147
H 3.24546 -0.52626 2.44376
H 0.45327 -0.78045 1.20454
H 1.10820 0.65948 1.98365
H 0.78039 -0.78315 2.94147
C -6.34084 -3.30081 4.72468
C -5.95621 -1.92596 4.18425
C -5.86396 -1.87304 2.66010
C -4.80838 -2.79254 2.04665
C -3.38122 -2.55794 2.54042
C -2.84974 -1.16408 2.21201
H -5.59863 -4.05696 4.46580
H -6.42587 -3.28434 5.81247
H -7.30254 -3.62164 4.31902
H -5.00726 -1.61285 4.62824
H -6.70005 -1.19504 4.51265
H -5.67202 -0.84235 2.35180
H -6.83809 -2.13387 2.23556
H -4.82768 -2.66159 0.96109
H -5.08195 -3.83622 2.22936
H -2.72975 -3.30211 2.07408
H -3.31830 -2.73291 3.61902
H -2.87586 -0.98621 1.13477
H -1.81682 -1.05067 2.54722
H -3.43845 -0.38334 2.69620
C 0.73662 0.32635 6.29989
C 0.70466 1.83915 6.49229
C 1.38551 2.59913 5.35463
C 2.87073 2.28493 5.17047
C 3.73820 2.53265 6.40308
C 3.74736 3.98945 6.85855
H 1.75923 -0.05393 6.28122
H 0.21047 -0.18388 7.10767
H 0.25569 0.05195 5.35877
H 1.16392 2.09638 7.45104
H -0.33456 2.17106 6.55563
H 1.25297 3.67275 5.51406
H 0.86851 2.37057 4.41795
H 3.25155 2.88824 4.34074
H 2.98719 1.24296 4.85846
H 4.76174 2.22563 6.17261
H 3.40858 1.89457 7.22762
H 4.10458 4.64308 6.06031
H 4.40312 4.12513 7.71978
H 2.75186 4.32739 7.14898
```

The net charge is -1.

no.,maximum force (eV Å⁻¹),frontier orbital gap (eV)
1,1.18,7.68
2,1.67,6.21